Record 1
3 unconnected molecules or ions with the total composition C3H13NO3 in a non-equilibrium geometry. Source: the OMol25 dataset; level of theory: ωB97M-V with the def2-TZVPD basis set.

Geometry (Å):
C -0.514 -1.084 1.857
C -0.928 -0.587 0.488
C -2.322 -0.087 0.636
O -2.786 0.706 -0.521
N 0.571 -2.071 1.898
H -0.550 -0.428 2.726
H -1.351 -1.741 2.241
H -0.167 0.139 0.185
H -0.992 -1.326 -0.316
H -3.025 -0.900 0.731
H -2.412 0.629 1.462
H -2.951 0.157 -1.294
H 0.473 -2.634 1.068
H 1.515 -1.722 1.992
H 6.421 1.273 -0.086
H 5.473 0.305 -0.810
O 5.556 1.210 -0.497
H -0.795 3.122 -4.511
H -0.829 2.661 -3.209
O -0.386 2.376 -4.041

Output
Multiplicity   1
HOMO energy   -9.02 eV
SMILES string   NCCCO.O.O
Kohn-Sham gap   0.3591 hartree

Record 2
4 unconnected molecules or ions with the total composition C3H13NO3 in a non-equilibrium geometry. Source: the OMol25 dataset; level of theory: ωB97M-V with the def2-TZVPD basis set.

Geometry (Å):
C 2.148 -0.217 -1.632
C 2.126 -0.396 -0.299
N 0.843 -0.152 0.275
C 0.898 0.740 1.424
H 1.262 0.247 -2.035
H 2.816 -0.798 -2.301
H 2.951 -0.563 0.365
H 0.289 0.264 -0.463
H -0.006 0.512 1.943
H 1.078 1.793 1.171
H 1.640 0.429 2.211
H -1.232 -2.283 1.797
H -0.437 -1.185 0.875
O -1.266 -1.471 1.288
H -0.999 2.245 -0.484
H -1.655 1.111 -1.152
O -0.807 1.675 -1.318
H -2.705 -0.927 -0.058
H -3.794 -0.807 -0.994
O -3.151 -0.215 -0.611

Output
Multiplicity   2
Charge   +1
HOMO energy (alpha / beta)   -14.73 / -14.73 eV
Kohn-Sham gap (alpha / beta)   0.3785 / 0.2373 hartree

Record 3
3 unconnected molecules or ions with the total composition C3H13NO4 in a non-equilibrium geometry. Source: the OMol25 dataset; level of theory: ωB97M-V with the def2-TZVPD basis set.

Geometry (Å):
C -0.044 -0.802 -1.066
O -0.652 0.335 -1.556
C 1.414 -0.399 -0.701
C 2.249 -1.714 -0.269
O 2.517 -1.658 1.170
N 2.144 0.027 -2.097
H -0.733 -1.128 -0.295
H -0.039 -1.518 -1.803
H -1.232 0.340 -2.314
H 1.591 0.370 0.095
H 3.248 -1.740 -0.691
H 1.554 -2.712 -0.437
H 3.110 -0.935 1.266
H 1.776 -0.582 -2.829
H 1.819 0.807 -2.460
H -1.358 2.066 -0.449
H -1.107 3.382 0.478
O -1.479 2.499 0.426
H -4.279 0.949 2.853
H -5.617 1.290 3.393
O -4.816 0.913 3.720

Output
Multiplicity   1
HOMO energy   -9.89 eV
SMILES string   NC(CO)CO.O.O
Kohn-Sham gap   0.3757 hartree

Record 4
3 unconnected molecules or ions with the total composition C3H13NO4 in a non-equilibrium geometry. Source: the OMol25 dataset; level of theory: ωB97M-V with the def2-TZVPD basis set.

Geometry (Å):
C -0.016 0.591 1.353
C 1.449 0.600 1.296
O 1.971 -0.654 1.644
N -0.544 0.842 -0.058
C -1.743 0.082 -0.340
O -2.875 1.075 -0.279
H -0.433 -0.368 1.812
H -0.288 1.323 2.077
H 1.911 1.288 2.003
H 1.884 1.034 0.347
H 1.809 -1.186 0.925
H -0.532 1.861 -0.149
H -1.850 -0.169 -1.412
H -1.917 -0.863 0.241
H -3.074 1.248 0.657
H 1.013 0.429 -1.606
H 0.645 -0.375 -2.819
O 1.461 -0.225 -2.256
H 0.703 -1.523 -1.519
H 0.422 -2.940 -0.949
O 0.003 -2.070 -0.968

Output
Multiplicity   2
Charge   +1
HOMO energy (alpha / beta)   -15.15 / -15.01 eV
Kohn-Sham gap (alpha / beta)   0.4332 / 0.2221 hartree

Record 5
4 unconnected molecules or ions with the total composition C3H13NO5S in a non-equilibrium geometry. Source: the OMol25 dataset; level of theory: ωB97M-V with the def2-TZVPD basis set.

Geometry (Å):
C 0.120 0.832 1.249
C -1.091 1.733 1.534
S -2.128 2.057 0.083
N -0.297 -0.540 1.124
C -0.190 -1.267 -0.003
O -0.671 -2.510 0.180
O 0.204 -0.852 -1.080
H 0.767 0.995 2.099
H 0.588 1.141 0.332
H -1.657 1.416 2.398
H -0.677 2.691 1.870
H -3.299 1.648 0.591
H -0.699 -1.041 1.893
H -0.537 -2.989 -0.648
H -2.582 -0.410 -1.605
H -1.428 -0.725 -2.551
O -2.364 -0.904 -2.401
H 2.600 -0.873 0.043
H 3.364 0.130 0.750
O 2.649 -0.498 0.937
H 3.121 -0.202 -2.609
H 1.699 -0.188 -2.066
O 2.506 0.356 -2.118

Output
Multiplicity   1
HOMO energy   -9.37 eV
SMILES string   O=C(O)NCCS.O.O.O
Kohn-Sham gap   0.3614 hartree

Record 6
4 unconnected molecules or ions with the total composition C3H13O3S in a non-equilibrium geometry. Source: the OMol25 dataset; level of theory: ωB97M-V with the def2-TZVPD basis set.

Geometry (Å):
C -1.401 -2.020 -1.246
C -2.559 -1.236 -0.620
C -2.151 -0.019 0.264
S -2.478 1.616 -0.516
H -0.534 -1.930 -0.593
H -1.644 -3.071 -1.387
H -1.092 -1.471 -2.139
H -3.173 -1.923 -0.013
H -3.336 -0.827 -1.270
H -2.803 -0.071 1.147
H -1.149 -0.115 0.704
H 4.550 1.397 1.869
H 4.784 1.151 3.283
O 5.210 1.630 2.557
H 0.821 2.041 -1.894
H -0.422 1.684 -0.946
O 0.562 1.711 -1.027
H 2.580 -0.208 0.691
H 1.713 0.917 0.318
O 2.522 0.744 0.818

Output
Multiplicity   1
Charge   -1
HOMO energy   -2.99 eV
Kohn-Sham gap   0.2315 hartree

Record 7
A molecular structure, C3H13O5 in a non-equilibrium geometry. Source: the OMol25 dataset; level of theory: ωB97M-V with the def2-TZVPD basis set.

Geometry (Å):
C 1.817 0.335 1.123
O 1.994 -0.617 0.077
C 1.067 1.571 0.718
C -0.453 1.290 0.614
O -0.887 1.117 1.975
H 1.251 -0.205 1.895
H 2.859 0.550 1.465
H 1.493 1.982 -0.185
H 1.223 2.262 1.531
H -0.973 2.095 0.110
H -0.661 0.342 0.126
H -1.760 0.702 1.990
H -0.883 -2.932 0.122
H -1.688 -2.553 -1.030
O -1.256 -3.400 -0.636
H -0.803 -0.368 -1.522
H -2.416 -0.996 -1.987
O -1.867 -0.989 -1.183
H 1.419 -0.389 -0.701
H 0.331 0.007 -2.724
O 0.192 0.196 -1.778

Output
Multiplicity   1
Charge   -1
HOMO energy   -5.39 eV
Kohn-Sham gap   0.3341 hartree

Record 8
4 unconnected molecules or ions with the total composition C3H13O5 in a non-equilibrium geometry. Source: the OMol25 dataset; level of theory: ωB97M-V with the def2-TZVPD basis set.

Geometry (Å):
C 0.379 2.022 -0.211
C 1.178 0.908 0.405
O 2.574 1.183 0.010
C -1.123 2.016 0.191
O -1.401 1.386 1.401
H 0.492 1.951 -1.297
H 0.797 2.934 0.190
H 1.168 0.911 1.482
H 0.986 -0.113 0.079
H 3.111 0.513 0.454
H -1.391 3.081 0.332
H -1.791 1.702 -0.637
H 1.343 -2.312 -1.068
H 0.204 -3.187 -1.525
O 1.155 -3.222 -1.319
H -1.506 -2.144 -1.569
H -1.620 -2.252 -0.047
O -1.642 -2.813 -0.886
H -1.063 0.435 1.372
H -0.888 -1.881 1.614
O -0.963 -1.119 1.026

Output
Multiplicity   1
Charge   -1
HOMO energy   -4.55 eV
Kohn-Sham gap   0.2967 hartree

Computed values of ΔE to the lowest compared entry with this formula, charge and spin (unit: kJ/mol) for the preceding records, in sequence: 157.8; 207.6; 360.7; 165.6; 0.0; 76.7; 32.3; 55.7.